{
  "formula": "C6H15N",
  "method": "the ωB97M-V functional and the def2-TZVPD basis",
  "symbols": ["C", "C", "C", "C", "C", "C", "N", "H", "H", "H", "H", "H", "H", "H", "H", "H", "H", "H", "H", "H", "H", "H"],
  "xyz": [[1.210, -1.979, 1.480], [0.244, -1.193, 0.581], [-0.223, 0.091, 1.278], [-0.183, 1.295, 0.301], [-0.893, 0.966, -1.026], [-0.534, 1.932, -2.174], [-0.707, -1.908, -0.152], [1.536, -2.867, 0.958], [2.066, -1.426, 1.762], [0.669, -2.316, 2.409], [0.916, -0.748, -0.246], [-1.275, -0.049, 1.634], [0.410, 0.299, 2.126], [-0.641, 2.145, 0.777], [0.851, 1.564, 0.108], [-0.564, -0.096, -1.267], [-2.013, 0.876, -0.865], [0.510, 1.794, -2.487], [-0.764, 2.937, -1.852], [-1.117, 1.766, -3.106], [-1.298, -2.447, 0.477], [1.801, -0.634, -0.716]],
  "forces_ev_per_angstrom": [[-1.68, -1.14, 0.55], [-3.93, -4.66, 2.58], [-0.63, 1.70, -1.68], [-0.68, -0.49, -0.04], [-0.13, -1.39, -0.36], [-0.56, -0.79, -0.25], [0.82, 3.00, 1.63], [0.06, -0.26, -0.12], [0.87, 0.77, 0.42], [0.46, 0.40, -0.83], [3.86, 1.65, -3.41], [0.95, -0.19, -0.37], [0.32, -0.06, 0.31], [-0.14, 0.53, 0.23], [0.32, 0.02, -0.08], [-0.83, 1.52, -0.21], [1.25, 0.23, -0.18], [-0.10, 0.38, 0.36], [0.36, 0.52, -0.07], [0.11, -0.13, 0.71], [1.02, -1.50, -0.16], [-1.71, -0.10, 0.98]],
  "mulliken_charge": [-1.688, 0.796, -0.337, -1.035, 0.031, -1.323, -0.680, 0.415, 0.474, 0.352, -0.478, 0.278, 0.372, 0.468, 0.325, 0.189, 0.244, 0.292, 0.334, 0.358, 0.235, 0.379],
  "charge": 0,
  "lumo_energy_ev": -1.68,
  "mol_weight_g_mol": 101.2
}